The following is a quantum chemistry calculation of a 3-piece molecular cluster, C8H9Cl3N2O overall, from the Open Molecules 2025 dataset.

Output
- Molar mass: 255.53 g mol⁻¹
- F_max: 0.65 eV/Å
- Lowest unoccupied orbital energy: -1.038 eV
- Multiplicity: 1
- Electronic energy: -1875.53701 Eh

Each line ends with the natural charge from an NBO analysis.
Cartesian coordinates (Å):
Cl1 1.919 -1.873 2.573  0.0261
Cl2 -1.298 3.534 -2.156  -0.4458
Cl3 1.845 1.009 2.564  0.0570
O1 0.335 -1.334 -3.699  -0.5354
N1 -1.737 1.547 -0.076  -0.4447
N2 -0.052 -1.401 -1.453  -0.6039
C1 -2.102 1.712 1.159  0.0721
C2 -0.652 -0.189 -1.327  0.1516
C3 -1.752 0.590 1.984  -0.2760
C4 2.366 -0.419 1.764  -0.1057
C5 3.028 -0.422 0.621  -0.4267
C6 -1.134 -0.299 1.166  -0.2086
C7 0.408 -1.901 -2.650  0.5401
C8 -1.121 0.302 -0.154  -0.0140
H1 0.854 -2.902 -2.521  0.1204
H2 -2.608 2.602 1.483  0.2094
H3 3.334 -1.344 0.161  0.2207
H4 -0.722 -1.252 1.430  0.2150
H5 3.293 0.497 0.132  0.2333
H6 -1.954 0.496 3.032  0.2290
H7 -0.740 0.383 -2.243  0.2585
H8 0.060 -1.951 -0.610  0.4114
H9 -1.570 2.612 -1.182  0.3162

Force components x, y, z for each atom (eV/Å):
Cl -0.0227 -0.2258 0.0913
Cl 0.0529 0.1623 -0.2269
Cl 0.1044 0.0735 -0.0079
O -0.0527 0.2050 -0.2196
N -0.0872 0.2382 -0.1370
N -0.1343 0.0674 0.6274
C 0.0051 -0.0019 -0.1197
C -0.2068 0.4638 0.1389
C 0.1200 -0.3600 -0.1778
C -0.0191 0.1124 -0.2151
C -0.0610 0.0104 0.1343
C -0.1067 0.2575 -0.1572
C 0.2357 -0.5199 0.0052
C 0.1345 -0.4337 0.1692
H 0.0096 0.0308 -0.0666
H -0.0799 0.2547 0.0060
H 0.0194 -0.2117 0.0037
H 0.0654 -0.2729 0.1547
H -0.0068 0.2586 -0.0358
H 0.0016 -0.0508 0.2074
H 0.0093 0.0277 -0.0033
H 0.0839 -0.0694 -0.2419
H -0.0647 -0.0163 0.0706



The following is a quantum chemistry calculation of C4H4N3 as an isolated structure, from the Open Molecules 2025 dataset.

Output
- Molar mass: 94.10 g mol⁻¹
- F_max: 2.57 eV/Å
- Lowest unoccupied orbital energy (alpha / beta): -8.309 / -7.415 eV
- Total charge: +1
- Multiplicity: 1
- Electronic energy: -318.57692 Eh
- Energy above the lowest of the compared OMol25 structures with the same formula, charge and spin: 117.7 kcal/mol

Each line ends with the natural charge from an NBO analysis.
Cartesian coordinates (Å):
N1 1.156 1.235 -0.062  -0.2381
N2 2.518 -0.665 -0.084  -0.3958
N3 0.282 -0.332 -0.088  -0.1904
C1 2.146 0.540 0.086  0.6205
C2 -1.031 -0.219 0.071  0.0193
C3 -1.731 0.971 -0.116  -0.1110
C4 1.327 -1.230 -0.060  0.3010
H1 -1.553 -1.052 0.533  0.2574
H2 -1.446 1.954 -0.451  0.2454
H3 -2.712 1.099 0.213  0.2253
H4 1.045 -2.300 -0.042  0.2666

Force components x, y, z for each atom (eV/Å):
N -0.2233 -0.5772 0.6822
N -0.2170 -2.2501 0.2996
N 0.9919 1.5790 -1.1555
C -0.0137 2.5179 -0.5233
C -0.7193 0.5797 0.5960
C 0.9950 -0.2307 -0.3033
C -1.1958 -1.1108 0.2570
H 0.0762 -0.0520 0.1234
H 1.3416 -0.1971 -0.3492
H -1.7133 -0.8751 0.5744
H 0.6775 0.6163 -0.2012



The following is a quantum chemistry calculation of a 3-piece molecular cluster, C17H22F2N3O9P overall, from the Open Molecules 2025 dataset.

Output
- Molar mass: 481.34 g mol⁻¹
- F_max: 2.56 eV/Å
- Lowest unoccupied orbital energy: 0.482 eV
- Multiplicity: 1
- Electronic energy: -2043.40837 Eh

Each line ends with the natural charge from an NBO analysis.
Cartesian coordinates (Å):
P1 0.135 3.934 -0.238  1.2466
F1 -1.048 -0.957 -5.299  -0.3204
F2 -1.189 -4.671 2.575  -0.3243
O1 -0.194 -2.921 1.549  -0.4934
O2 -0.698 1.468 -0.222  -0.5274
O3 1.452 -1.571 0.824  -0.6000
O4 -3.082 0.643 0.046  -0.5211
O5 1.064 -3.181 -3.738  -0.4766
O6 1.904 -3.687 1.430  -0.4703
O7 0.153 -3.229 -1.681  -0.5966
O8 1.529 4.728 -0.609  -0.9663
O9 -0.638 -1.814 -3.248  -0.4968
N1 3.896 2.695 -0.391  -0.2892
N2 -0.170 4.165 1.454  -1.1570
N3 1.186 1.719 -3.004  -0.3334
C1 1.703 1.486 0.364  -0.3573
C2 0.696 -2.522 -4.959  -0.1297
C3 3.085 3.065 3.299  -0.2159
C4 -3.172 0.844 1.439  -0.0560
C5 0.941 1.935 -1.903  0.2676
C6 2.981 2.156 0.041  0.2902
C7 -0.277 -4.335 1.630  0.4421
C8 -2.211 -0.405 -0.288  -0.0748
C9 1.462 1.483 1.907  -0.4814
C10 -4.016 2.094 1.712  -0.6299
C11 0.191 -2.787 -2.783  0.9808
C12 1.094 -2.626 1.232  0.9992
C13 2.412 2.321 2.648  -0.0315
C14 1.122 -4.716 2.045  -0.1297
C15 -0.713 0.042 -0.384  -0.1172
C16 -0.058 -1.320 -4.450  0.4312
C17 0.519 2.055 -0.468  -0.0929
H1 0.566 -0.452 -4.226  0.1906
H2 -3.551 -0.026 1.988  0.1668
H3 -3.951 2.789 0.875  0.2317
H4 0.685 4.169 2.009  0.3878
H5 1.659 0.466 2.255  0.2612
H6 1.409 5.648 -0.342  0.5041
H7 1.418 -5.698 1.686  0.2140
H8 1.253 -4.677 3.127  0.2047
H9 -2.482 -0.813 -1.263  0.1945
H10 -2.302 -1.190 0.471  0.1697
H11 3.932 3.488 3.784  0.2413
H12 -0.802 3.424 1.741  0.3875
H13 -5.054 1.856 1.939  0.2097
H14 -0.228 -0.311 -1.291  0.1929
H15 -2.158 1.067 1.808  0.1458
H16 -0.590 -4.734 0.665  0.1729
H17 0.436 1.701 2.190  0.2445
H18 -0.221 -0.407 0.490  0.1989
H19 0.063 -3.184 -5.552  0.2036
H20 1.574 -2.255 -5.540  0.2154
H21 1.874 0.447 0.077  0.2899
H22 -3.585 2.604 2.578  0.2038

Force components x, y, z for each atom (eV/Å):
P -2.3208 0.5211 -0.8159
F -0.0182 -0.0050 0.0944
F -0.0168 0.0689 -0.0462
O 0.2269 -0.1582 -0.2583
O 0.1122 -0.1177 -0.2604
O 0.4230 -0.1460 0.3005
O -0.5056 -0.4320 -0.1359
O -0.2172 0.2112 0.0323
O -0.2731 0.0643 0.0417
O -0.0745 -0.0665 0.1293
O -0.0292 -0.7320 1.0366
O 0.4615 -0.0080 0.0779
N 0.2847 -0.0916 0.2280
N 1.2960 -0.0867 -0.8448
N 0.0778 0.0495 -0.1115
C 0.4489 -0.1946 0.6373
C 0.3195 -0.1503 -0.2332
C 0.8445 -0.2580 0.0106
C 0.4683 1.1555 0.1117
C -0.5915 -0.4076 0.3883
C -0.7479 0.0849 -0.6425
C -0.2450 -0.0127 0.3019
C 0.4784 -0.0066 -0.4807
C 0.7779 -0.5220 0.1828
C 0.2887 -0.2561 0.2863
C -0.0314 -0.1622 0.0251
C 0.1262 -0.0183 -0.1427
C -1.2029 0.1224 -0.1186
C 0.2718 -0.3480 -0.0167
C -0.9904 -0.2717 1.8482
C -0.2958 0.0986 -0.2299
C 2.2527 1.1431 -0.4144
H -0.1320 0.0838 -0.0178
H -0.0163 -0.1166 -0.2565
H -0.0578 -0.1303 -0.0719
H -0.1809 -0.2289 0.2762
H -0.1826 -0.0565 -0.1157
H 0.1198 0.1396 -0.1766
H 0.1379 0.1245 -0.1570
H -0.1727 0.0633 0.0093
H -0.3587 0.0934 0.1110
H 0.1345 -0.1559 -0.2098
H -0.1975 0.3585 0.1591
H -0.1374 0.1950 0.2299
H -0.0207 0.0757 -0.1782
H -0.0325 0.2776 -0.1481
H -0.0410 -0.2792 0.0984
H -0.0907 0.0216 0.0337
H -0.0353 0.1003 -0.1851
H 0.0983 0.3362 -0.6152
H -0.1400 0.1073 0.0504
H 0.1342 -0.0750 0.2079
H -0.2002 -0.0114 -0.0683
H -0.2274 0.0091 0.0434